Record 1
This record from the OMol25 dataset describes a molecular structure, C13H19BrClNO2. The level of theory is ωB97M-V/def2-TZVPD.

Output
charge	0
HOMO-LUMO gap	9.42	eV
energy	-101927.424	eV
ΔE to the lowest compared entry with this formula, charge and spin	271.8	kcal per mole

The geometry in XYZ format:
```
37
Properties=species:S:1:pos:R:3:forces:R:3:nbo_charge:R:1
C 0.025 0.456 2.835 2.35 -3.00 -6.49 -0.617
C 0.858 1.065 1.595 -8.96 4.70 6.07 -0.018
C 0.439 2.384 1.058 -3.21 -3.61 4.17 -0.248
C 0.982 2.835 -0.021 1.52 1.28 -3.41 -0.010
C 2.065 2.084 -0.704 -2.19 2.04 2.71 -0.303
C 2.419 0.970 0.026 0.96 1.65 -3.00 -0.063
C 1.715 0.294 1.188 4.61 7.22 -10.50 0.260
O 2.207 -0.734 1.451 4.06 -10.53 5.07 -0.475
C 2.046 -1.937 0.729 -2.03 -2.71 8.56 -0.004
C 0.750 -2.232 0.208 0.44 12.60 -2.99 -0.455
C 0.552 -1.536 -1.229 -0.37 -9.49 -2.58 -0.209
N -0.820 -1.812 -1.923 4.26 -4.68 3.23 -0.607
H -1.195 -2.803 -1.413 0.61 4.25 -1.68 0.375
C -1.509 -0.633 -1.909 -5.90 -5.55 -0.36 -0.285
C -1.902 -0.019 -0.756 -0.61 4.13 11.56 0.107
C -2.881 1.156 -0.765 4.79 -1.95 -8.23 -0.599
H -3.053 1.494 0.103 -1.67 2.46 6.24 0.211
H -2.341 1.868 -1.429 -0.01 0.56 0.88 0.204
H -3.613 0.972 -1.465 -2.85 -0.79 -0.72 0.202
O -2.486 -0.856 0.426 -2.87 -1.62 -4.83 -0.758
H -3.351 -1.211 -0.129 2.80 0.84 2.68 0.440
H -1.092 0.448 0.004 -0.58 -1.13 -2.47 0.188
H -2.458 -0.904 -2.400 -0.23 0.51 -0.64 0.177
H -1.064 0.037 -2.417 3.39 4.71 -4.34 0.210
H 1.308 -2.165 -2.085 -1.60 1.34 2.73 0.170
H 0.985 -0.664 -1.363 1.02 4.87 -0.17 0.192
H -0.030 -1.858 0.818 -0.81 1.09 1.03 0.233
H 0.527 -3.093 0.222 -2.27 -12.09 -0.67 0.200
H 2.780 -2.060 0.150 5.61 -0.53 -5.08 0.178
H 2.353 -2.769 1.642 -1.05 1.97 -2.42 0.173
Br 4.073 0.415 -0.804 0.18 -1.12 0.63 0.022
H 2.537 2.697 -1.497 0.15 -1.31 0.44 0.255
Cl 0.386 4.401 -0.626 0.44 -0.76 -0.18 -0.032
H -0.595 2.658 1.504 2.17 0.39 -0.80 0.235
H 0.541 -0.396 3.203 0.16 -0.30 0.93 0.224
H -0.927 0.230 2.445 -1.23 -1.27 -0.81 0.223
H -0.226 1.216 3.329 -1.07 5.82 5.44 0.203
```
Positions in Å, forces in eV/Å.

***

Record 2
This record from the OMol25 dataset describes a single C6H12O molecule. The level of theory is ωB97M-V/def2-TZVPD.

Output
charge	0
HOMO-LUMO gap	11.15	eV
energy	-8464.340	eV
ΔE to the lowest compared entry with this formula, charge and spin	0.3	kcal per mole

The geometry in XYZ format:
```
19
Properties=species:S:1:pos:R:3:forces:R:3:nbo_charge:R:1
C 1.884 -0.789 -0.573 0.05 0.01 -0.01 -0.624
C 0.653 -0.250 0.144 -0.11 -0.06 -0.33 0.248
O 0.876 -0.215 1.557 0.18 0.21 0.12 -0.729
C 0.193 1.138 -0.326 0.02 0.02 -0.01 -0.425
C -1.241 1.248 0.207 -0.04 0.06 0.05 -0.404
C -1.809 -0.188 0.132 -0.11 -0.03 0.00 -0.406
C -0.592 -1.120 -0.055 0.02 -0.09 -0.04 -0.420
H 2.751 -0.139 -0.408 -0.10 -0.07 0.00 0.204
H 1.716 -0.859 -1.654 0.00 0.03 0.17 0.209
H 2.130 -1.788 -0.195 -0.03 0.15 -0.04 0.219
H 1.473 0.525 1.731 -0.07 -0.19 0.08 0.461
H 0.855 1.930 0.054 -0.11 -0.14 -0.14 0.203
H 0.208 1.189 -1.423 0.02 -0.06 0.17 0.205
H -1.220 1.581 1.248 0.01 -0.02 -0.11 0.208
H -1.843 1.969 -0.354 0.09 -0.09 0.07 0.208
H -2.503 -0.295 -0.708 0.08 0.03 0.06 0.202
H -2.377 -0.435 1.033 0.11 0.04 -0.09 0.212
H -0.580 -1.548 -1.063 0.01 0.08 0.10 0.203
H -0.575 -1.955 0.651 0.00 0.10 -0.06 0.225
```
Positions in Å, forces in eV/Å.

***

Record 3
This record from the OMol25 dataset describes 3 unconnected molecules or ions with the total composition C20H42NO4. The level of theory is ωB97M-V/def2-TZVPD.

Output
charge	+1
HOMO-LUMO gap	9.83	eV
energy	-31094.722	eV

The geometry in XYZ format:
```
67
Properties=species:S:1:pos:R:3:forces:R:3:nbo_charge:R:1
C 3.998 -0.706 -1.617 0.33 0.43 0.07 -0.736
C 3.427 0.138 -2.720 -0.05 -0.67 -0.54 0.796
O 2.869 -0.287 -3.689 -0.01 0.43 0.67 -0.503
O 3.645 1.520 -2.600 -0.24 -0.09 0.39 -0.524
C 2.601 2.326 -2.259 -0.02 0.81 -0.79 0.796
O 2.463 3.401 -2.768 0.16 -0.53 0.39 -0.503
C 1.628 1.849 -1.205 -0.32 -0.26 0.41 -0.551
C 0.191 1.683 -1.749 0.30 0.18 -0.07 -0.058
C 0.028 1.525 -3.281 -0.53 0.15 -0.47 -0.102
O -0.716 0.360 -3.604 0.32 -0.19 0.33 -0.499
C -1.990 0.277 -3.010 -0.38 -0.11 -0.03 -0.098
C -1.910 0.460 -1.476 -0.10 -0.31 -0.38 -0.248
N -0.453 0.473 -1.126 -0.30 0.39 0.28 -0.497
H 3.218 -0.938 -0.887 0.00 -0.05 -0.09 0.233
H 4.380 -1.634 -2.037 -0.09 0.00 0.04 0.269
H 4.785 -0.167 -1.088 -0.03 -0.10 -0.07 0.254
H 1.615 2.630 -0.439 0.09 -0.06 -0.09 0.278
H 1.948 0.942 -0.684 0.10 -0.02 -0.25 0.223
H -0.412 2.525 -1.406 0.01 -0.10 -0.01 0.230
H 0.975 1.419 -3.805 0.00 -0.08 0.11 0.241
H -0.479 2.408 -3.687 0.12 0.00 0.09 0.207
H -2.707 0.983 -3.442 0.17 0.11 0.01 0.201
H -2.357 -0.729 -3.223 0.09 0.11 -0.08 0.224
H -2.343 1.399 -1.134 0.11 -0.06 0.07 0.227
H -2.389 -0.380 -0.972 0.06 0.11 0.12 0.244
H -0.354 0.514 -0.111 0.13 -0.12 -0.02 0.441
H -0.009 -0.379 -1.476 0.02 0.00 -0.05 0.447
C 3.028 1.046 2.323 -0.12 -0.06 0.07 -0.610
C 2.270 2.103 3.120 0.00 0.02 -0.13 -0.399
C 2.820 3.516 2.930 -0.01 0.02 0.02 -0.396
C 4.268 3.707 3.384 0.03 -0.04 -0.02 -0.399
C 4.530 3.356 4.848 -0.02 0.08 0.02 -0.400
C 3.743 4.216 5.831 0.03 -0.08 -0.01 -0.611
H 4.073 0.978 2.623 0.01 0.01 0.00 0.222
H 2.585 0.057 2.463 0.02 -0.01 -0.02 0.206
H 3.007 1.285 1.255 0.09 0.01 -0.01 0.168
H 2.276 1.833 4.178 0.00 0.02 0.01 0.212
H 1.217 2.097 2.815 -0.01 -0.02 0.05 0.182
H 2.174 4.220 3.460 0.01 0.01 0.00 0.211
H 2.752 3.788 1.869 -0.01 0.00 0.00 0.186
H 4.547 4.750 3.213 0.00 0.01 0.01 0.211
H 4.933 3.113 2.751 -0.01 0.00 -0.01 0.196
H 5.598 3.479 5.043 0.01 -0.03 0.00 0.212
H 4.312 2.299 5.029 0.02 -0.01 -0.01 0.189
H 3.975 5.274 5.695 -0.02 0.01 -0.01 0.207
H 3.987 3.952 6.860 0.00 0.02 0.01 0.219
H 2.665 4.090 5.711 0.00 0.01 0.00 0.196
C -5.181 -6.048 -2.209 -0.02 0.02 0.07 -0.611
C -5.785 -4.931 -1.363 0.02 -0.04 -0.08 -0.400
C -5.289 -3.538 -1.746 -0.03 0.04 0.05 -0.400
C -3.784 -3.330 -1.575 0.06 -0.01 -0.05 -0.387
C -3.248 -3.572 -0.164 0.00 0.16 0.01 -0.402
C -3.842 -2.634 0.883 0.06 -0.11 0.00 -0.606
H -4.097 -6.104 -2.095 0.00 -0.01 -0.01 0.196
H -5.588 -7.016 -1.919 0.00 -0.01 -0.02 0.220
H -5.401 -5.896 -3.267 0.02 0.00 -0.01 0.206
H -5.587 -5.124 -0.305 -0.01 0.02 0.01 0.194
H -6.871 -4.949 -1.474 -0.01 0.00 0.03 0.213
H -5.832 -2.792 -1.159 0.01 0.01 0.00 0.200
H -5.548 -3.343 -2.791 0.00 -0.01 -0.01 0.206
H -3.543 -2.299 -1.872 -0.02 0.00 0.00 0.161
H -3.244 -3.974 -2.274 0.00 0.00 -0.01 0.211
H -2.160 -3.449 -0.178 0.01 -0.06 0.01 0.185
H -3.428 -4.607 0.131 0.01 -0.02 -0.01 0.214
H -3.649 -1.586 0.631 -0.05 0.01 0.00 0.170
H -3.413 -2.823 1.867 0.00 0.02 0.01 0.219
H -4.922 -2.756 0.970 -0.01 0.02 -0.01 0.218
```
Positions in Å, forces in eV/Å.